Here is 4 unconnected molecules or ions with the total composition H6IO3 from the OMol25 dataset. Energies are from ωB97M-V/def2-TZVPD.

Bonds (Å) are listed after each position.
CARTESIAN COORDINATES (ANGSTROEM)
1 I -30.2898 -25.5769 -7.5971  no bonds
2 O -27.0813 -27.2514 -6.2244  H3 0.957, H4 0.957
3 H -26.3446 -26.6622 -6.0620  O2 0.957
4 H -27.8233 -26.6689 -6.3863  O2 0.957
5 O -32.5604 -27.4894 -9.5692  H6 0.957, H7 0.957
6 H -32.4113 -27.9893 -8.7666  O5 0.957
7 H -32.2926 -26.5971 -9.3493  O5 0.957
8 O -29.3394 -26.3762 -10.7979  H9 0.957, H10 0.957
9 H -29.5850 -26.2771 -9.8781  O8 0.957
10 H -28.6394 -27.0290 -10.7904  O8 0.957

Values from the calculation:
HOMO-LUMO gap ... 7.810 eV
Charge ... -1
LUMO ... 3.54 eV
Energy above the lowest of the compared OMol25 structures with the same formula, charge and spin ... 6.6 kcal per mole